C96H80F16 | wB97M-V/def2-TZVPD

Positions of all 192 atoms, in Å:
F 4.3300 0.5671 5.1078
C 4.3212 -0.4432 4.2670
C 3.6921 -0.3929 3.0624
C 3.6814 -1.5344 2.2286
C 4.3494 -2.6977 2.5699
C 5.0507 -2.7144 3.8078
C 5.0577 -1.5911 4.6283
H 3.3087 0.5494 2.6996
H 3.3203 -1.4986 1.2115
H 4.4623 -3.5287 1.8893
H 5.6212 -3.5943 4.0662
H 5.5732 -1.6202 5.5769
F -6.9861 2.8463 -3.0449
C -6.0909 1.9034 -2.5583
C -5.5502 0.9553 -3.4008
C -4.6678 0.0161 -2.8507
C -4.3789 0.0127 -1.5231
C -4.9334 0.9254 -0.6680
C -5.7501 1.9079 -1.1802
H -5.7563 0.9123 -4.4600
H -4.2081 -0.7469 -3.4614
H -3.7725 -0.8249 -1.2114
H -4.7293 0.9262 0.3925
H -6.2094 2.5806 -0.4710
F 11.6751 1.2127 4.3143
C 10.3548 1.3799 4.1129
C 9.5379 0.2572 3.9955
C 8.1708 0.3627 3.6907
C 7.6526 1.6481 3.6160
C 8.3723 2.7146 3.9961
C 9.7561 2.6378 4.1467
H 9.9310 -0.7486 4.0076
H 7.5897 -0.5084 3.4262
H 6.6179 1.7637 3.3287
H 7.9666 3.6988 3.8142
H 10.3409 3.5232 4.3475
F -3.4230 -2.7251 4.9976
C -2.2356 -2.0773 4.7567
C -2.1314 -0.7058 5.0176
C -0.9373 -0.1254 4.7343
C 0.1574 -0.8209 4.2674
C 0.0932 -2.1788 4.0454
C -1.1541 -2.8186 4.3478
H -2.9706 -0.1256 5.3719
H -0.7960 0.9315 4.9061
H 1.0618 -0.2620 4.0775
H 0.9296 -2.7915 3.7430
H -1.2362 -3.8604 4.0749
F 3.3332 6.4222 -5.7656
C 2.9701 5.7541 -4.6920
C 1.6430 5.3756 -4.5687
C 1.3138 4.6282 -3.4535
C 2.2284 4.2696 -2.4721
C 3.5654 4.6354 -2.6600
C 4.0035 5.3826 -3.7987
H 0.9247 5.8473 -5.2228
H 0.2701 4.4333 -3.2558
H 1.8902 3.6811 -1.6320
H 4.3358 4.3394 -1.9633
H 5.0668 5.5109 -3.9374
F 4.4029 -6.4386 -1.4901
C 3.6047 -5.5184 -0.8603
C 3.5497 -4.2367 -1.3659
C 2.6302 -3.3710 -0.7572
C 1.7663 -3.7709 0.2407
C 1.8146 -5.0827 0.7256
C 2.7629 -6.0164 0.1454
H 4.1773 -3.9061 -2.1803
H 2.5241 -2.3367 -1.0491
H 1.1837 -2.9640 0.6601
H 1.1043 -5.3518 1.4933
H 2.9076 -7.0232 0.5085
F 1.3788 -3.5630 -3.9951
C 0.0367 -3.3343 -3.9399
C -0.6381 -2.5241 -4.8490
C -2.0230 -2.3617 -4.8051
C -2.7245 -3.0407 -3.8132
C -2.0333 -3.7911 -2.8415
C -0.6761 -3.9650 -2.9376
H -0.1046 -2.0941 -5.6838
H -2.5449 -1.7513 -5.5271
H -3.7951 -2.9751 -3.6870
H -2.5750 -4.2507 -2.0281
H -0.0525 -4.4746 -2.2179
F 4.2233 -1.4811 -4.3607
C 3.4626 -0.7237 -5.2259
C 2.9417 -1.3862 -6.3819
C 2.2489 -0.6048 -7.2963
C 2.1323 0.8333 -7.0716
C 2.7479 1.4003 -6.0186
C 3.3648 0.6095 -5.0279
H 3.1558 -2.4419 -6.4607
H 1.8915 -1.0745 -8.2008
H 1.6752 1.4693 -7.8153
H 2.6098 2.4456 -5.7846
H 3.7309 1.0690 -4.1217
F -0.5660 5.7112 0.3369
C -1.3376 5.0843 -0.5953
C -1.3008 3.7218 -0.8887
C -2.1099 3.1570 -1.8740
C -2.9657 3.9809 -2.5682
C -3.0571 5.3625 -2.2692
C -2.2669 5.9034 -1.2789
H -0.6507 3.0321 -0.3708
H -2.0958 2.0917 -2.0506
H -3.6300 3.5608 -3.3089
H -3.6629 6.0234 -2.8714
H -2.2399 6.9417 -0.9830
F 3.8294 3.7389 1.0410
C 2.9489 3.9006 2.1017
C 1.7818 4.5881 1.9668
C 0.8745 4.7476 3.0364
C 1.1803 4.1065 4.2365
C 2.3979 3.3610 4.3868
C 3.2913 3.2664 3.3120
H 1.4985 4.8708 0.9636
H -0.0583 5.2554 2.8406
H 0.5149 4.2594 5.0733
H 2.7312 2.9320 5.3202
H 4.1837 2.6800 3.4734
F -8.1581 0.0112 0.6668
C -7.7232 -0.8140 1.6938
C -6.6078 -0.4352 2.4241
C -6.1612 -1.1071 3.5228
C -6.6606 -2.3951 3.8491
C -7.6771 -2.8862 3.0531
C -8.2233 -2.0691 1.9804
H -6.1689 0.5269 2.2046
H -5.3022 -0.7660 4.0814
H -6.1890 -2.9570 4.6417
H -7.9644 -3.9237 3.1407
H -8.9747 -2.5341 1.3594
F 6.3528 -1.9421 0.0037
C 6.1986 -0.8056 -0.6439
C 6.0933 -0.8158 -2.0715
C 6.0426 0.3983 -2.7710
C 6.1287 1.5996 -2.0504
C 6.1359 1.5796 -0.6468
C 6.1561 0.3874 0.0727
H 6.0172 -1.7535 -2.6019
H 6.0357 0.4446 -3.8500
H 6.0372 2.5362 -2.5803
H 5.9990 2.4822 -0.0698
H 6.1923 0.2670 1.1454
F -1.4410 -0.7805 -1.9529
C -0.4128 -0.3156 -1.2452
C 0.8298 -0.1583 -1.8827
C 1.8734 0.3820 -1.1346
C 1.7269 0.8691 0.1474
C 0.4807 0.8743 0.7089
C -0.6421 0.2587 0.0505
H 0.9706 -0.5346 -2.8852
H 2.8598 0.3731 -1.5744
H 2.5633 1.1817 0.7549
H 0.3415 1.3347 1.6759
H -1.6155 0.3694 0.5051
F -2.6712 -6.4130 0.3054
C -2.9134 -5.0923 0.5093
C -1.9285 -4.1410 0.3529
C -2.1776 -2.8035 0.7035
C -3.4878 -2.4062 0.9973
C -4.5196 -3.3451 1.1042
C -4.1838 -4.7248 0.9738
H -0.9674 -4.4641 -0.0191
H -1.3745 -2.0876 0.6089
H -3.5309 -1.3669 1.2881
H -5.5479 -3.1495 1.3700
H -4.9493 -5.4725 1.1194
F -3.4497 1.7952 2.2555
C -3.5171 2.8229 3.1194
C -4.1435 2.6756 4.3745
C -4.1594 3.7715 5.2266
C -3.4762 4.9482 4.9290
C -2.8933 5.0325 3.6941
C -2.8418 3.9504 2.8082
H -4.6931 1.7737 4.6000
H -4.6601 3.7078 6.1814
H -3.4777 5.7874 5.6088
H -2.4565 5.9424 3.3098
H -2.3242 3.8831 1.8627
F -4.5428 -5.6897 -2.4236
C -5.6410 -4.9455 -2.7363
C -5.8133 -3.6685 -2.2438
C -6.9379 -2.9581 -2.6355
C -7.9377 -3.5482 -3.3796
C -7.7828 -4.8503 -3.8729
C -6.6062 -5.5714 -3.5227
H -5.1687 -3.2937 -1.4625
H -7.1057 -1.9776 -2.2148
H -8.8626 -3.0081 -3.5179
H -8.5986 -5.2617 -4.4488
H -6.5270 -6.5606 -3.9487

- E (eV) = -144327.095
- HOMO level (eV) = -9.12
- molecular weight (g/mol) = 1537.664
- frontier orbital gap (hartree) = 0.354
- relative energy (zero: lowest compared OMol25 entry of this formula, charge and spin) (eV) = 0.000

=====

C9H10 | wB97M-V/def2-TZVPD

Positions of all 19 atoms, in Å:
C -0.7233 -2.2532 0.5891
C -0.0627 -1.3134 -0.4896
C 0.0243 0.2569 -0.2540
C -1.4402 0.5006 -0.5034
C -2.0876 1.2560 0.1110
C 0.5345 0.3216 1.0742
C 0.8670 0.7330 2.0801
C 1.2908 0.7346 -0.9926
C 2.2943 0.7812 -1.7954
H 0.2970 -2.2335 1.5059
H -0.7248 -3.3631 -0.0059
H -1.9069 -1.7591 1.2736
H -0.5888 -1.4014 -1.5662
H 0.9369 -1.6392 -0.3518
H -2.0108 -0.1471 -1.3177
H -3.2029 0.9307 -0.1124
H -1.6789 1.8887 1.0238
H 1.6561 0.6706 3.0687
H 3.0406 0.9490 -2.4335

- E (eV) = -9482.895
- HOMO level (eV) = -9.68
- molecular weight (g/mol) = 118.179
- frontier orbital gap (hartree) = 0.389
- relative energy (zero: lowest compared OMol25 entry of this formula, charge and spin) (eV) = 10.527

=====

Which of these has the highest frontier orbital gap?
C9H10

=====

What is the relative energy (zero: lowest compared OMol25 entry of this formula, charge and spin) in the first record?
0.000 eV

=====

What is the relative energy (zero: lowest compared OMol25 entry of this formula, charge and spin) in the second record?
10.527 eV

=====

What did the second record say?
C9H10 | wB97M-V/def2-TZVPD

Positions of all 19 atoms, in Å:
C -0.7233 -2.2532 0.5891
C -0.0627 -1.3134 -0.4896
C 0.0243 0.2569 -0.2540
C -1.4402 0.5006 -0.5034
C -2.0876 1.2560 0.1110
C 0.5345 0.3216 1.0742
C 0.8670 0.7330 2.0801
C 1.2908 0.7346 -0.9926
C 2.2943 0.7812 -1.7954
H 0.2970 -2.2335 1.5059
H -0.7248 -3.3631 -0.0059
H -1.9069 -1.7591 1.2736
H -0.5888 -1.4014 -1.5662
H 0.9369 -1.6392 -0.3518
H -2.0108 -0.1471 -1.3177
H -3.2029 0.9307 -0.1124
H -1.6789 1.8887 1.0238
H 1.6561 0.6706 3.0687
H 3.0406 0.9490 -2.4335

- E (eV) = -9482.895
- HOMO level (eV) = -9.68
- molecular weight (g/mol) = 118.179
- frontier orbital gap (hartree) = 0.389
- relative energy (zero: lowest compared OMol25 entry of this formula, charge and spin) (eV) = 10.527